Record 1
Computed, not measured: a molecular structure, C19H19Cl3MnN4STe, with ωB97M-V with the def2-TZVPD basis set.

The value obtained for the HOMO energy (spin up / spin down) is -13.59 / -13.59 eV. Its energy relative to the best compared isomer or geometry (same formula, charge and spin) is 47.6 kJ/mol. As for the multiplicity: 6. The net charge is +2.

Atoms and positions in Å:
Mn: 0.48 0.07 -0.53
Cl: 5.36 -0.92 -2.04
C: 4.53 0.62 -1.79
Cl: 4.77 1.18 -0.10
Cl: 5.08 1.84 -2.93
C: 3.09 0.40 -1.91
N: 1.96 0.22 -1.92
C: -0.06 5.41 -1.65
N: 0.22 4.23 -0.85
C: 1.00 4.19 0.28
C: 1.03 2.88 0.67
N: 0.27 2.13 -0.20
C: -0.20 2.99 -1.10
H: 0.35 6.29 -1.16
H: -1.14 5.55 -1.77
H: 0.39 5.31 -2.64
H: 1.45 5.06 0.71
H: 1.52 2.44 1.52
H: -0.85 2.73 -1.92
S: 1.65 -1.34 1.04
C: 2.50 -2.56 0.17
N: 3.54 -3.15 0.80
C: 4.30 -4.12 0.23
C: 4.04 -4.54 -1.04
C: 2.95 -3.99 -1.71
C: 2.18 -3.02 -1.11
H: 3.74 -2.86 1.75
H: 5.10 -4.53 0.83
H: 4.67 -5.29 -1.50
H: 2.69 -4.34 -2.70
H: 1.32 -2.61 -1.61
C: -3.70 -0.40 -0.70
Te: -1.79 -1.43 -0.67
C: -1.86 -0.83 1.43
C: -3.32 -0.69 1.75
C: -3.77 -0.75 3.06
C: -5.13 -0.66 3.32
C: -6.03 -0.51 2.28
C: -5.58 -0.44 0.97
C: -4.22 -0.51 0.71
H: -4.35 -0.86 -1.43
H: -3.53 0.64 -0.99
H: -1.32 0.12 1.53
H: -1.36 -1.57 2.05
H: -3.07 -0.90 3.87
H: -5.49 -0.72 4.34
H: -7.10 -0.47 2.48
H: -6.29 -0.33 0.16

Quick look at the Löwdin charges, all values in e: Mn 0.4037; Cl 0.6721; C -1.5841; Cl 0.6477; Cl 0.6988; C -0.3061; N 0.1383; C 0.0214; N -0.1028; C -0.0224; C -0.1100; N -0.0709; C -0.1366; H 0.1027; H 0.1054; H 0.1041; H 0.1378; H 0.1140; H 0.1477; S 0.6400; C -0.6806; N 0.0789; C -0.0267; C -0.0229; C -0.0086; C -0.0868; H 0.1604; H 0.1487; H 0.1285; H 0.1332; H 0.0804; C -0.3701; Te 1.3139; C -0.4024; C -0.2971; C -0.0258; C -0.0531; C -0.0515; C -0.0230; C -0.3010; H 0.0662; H 0.0632; H 0.0436; H 0.0550; H 0.1218; H 0.1155; H 0.1163; H 0.1233

***

Record 2
Computed, not measured: a molecular structure, C19H19Cl3N3O2SSbScSe4, with ωB97M-V with the def2-TZVPD basis set.

The value obtained for the HOMO energy is -3.97 eV. Its energy relative to the best compared isomer or geometry (same formula, charge and spin) is 0.0 kJ/mol. As for the multiplicity: 1. The net charge is -1.

Atoms and positions in Å:
Sc: 2.08 0.55 -1.80
N: 5.73 -0.47 -2.04
C: 4.46 -0.77 -1.82
O: 3.60 -0.53 -2.72
C: 3.98 -1.50 -0.58
C: 2.56 -1.03 -0.15
H: 5.88 0.26 -2.75
H: 6.33 -0.43 -1.23
H: 4.75 -1.46 0.19
H: 3.92 -2.54 -0.92
H: 2.64 -0.47 0.79
H: 1.93 -1.90 0.05
Se: 3.92 1.97 -0.38
Sb: 3.98 3.34 -2.48
Se: 1.65 2.55 -3.33
Se: 5.70 2.42 -3.93
Se: 3.81 5.70 -2.06
Cl: -0.79 -3.60 3.74
C: -1.53 -2.50 2.62
C: -0.74 -1.75 1.76
C: -1.36 -0.86 0.90
C: -2.74 -0.70 0.87
C: -3.36 0.32 -0.07
C: -3.43 -0.18 -1.52
N: -2.12 -0.58 -2.01
C: -1.63 -1.86 -2.02
C: -0.29 -1.76 -2.19
N: 0.05 -0.43 -2.29
C: -1.07 0.25 -2.18
O: -2.63 1.52 -0.13
C: -2.62 2.32 1.05
C: -1.53 1.94 2.00
C: -0.20 1.99 1.67
Cl: 0.43 2.50 0.16
S: 0.82 1.39 2.91
C: -0.52 1.18 3.95
C: -1.70 1.46 3.33
C: -3.49 -1.49 1.73
Cl: -5.24 -1.38 1.74
C: -2.91 -2.38 2.61
H: 0.34 -1.85 1.77
H: -0.74 -0.26 0.25
H: -4.39 0.53 0.25
H: -3.82 0.63 -2.14
H: -4.10 -1.04 -1.59
H: -2.27 -2.72 -1.89
H: 0.46 -2.53 -2.24
H: -1.15 1.33 -2.20
H: -3.59 2.27 1.55
H: -2.48 3.34 0.70
H: -0.38 0.82 4.96
H: -2.67 1.36 3.81
H: -3.52 -2.97 3.28

Quick look at the Löwdin charges, all values in e: Sc 0.3380; N 0.1744; C -0.6127; O -0.1431; C -0.2350; C -0.3025; H -0.0294; H 0.1120; H 0.1028; H 0.1144; H -0.0128; H 0.0031; Se 0.0362; Sb -0.2681; Se -0.0466; Se -0.1499; Se -0.2519; Cl 0.6751; C -0.6533; C -0.0734; C -0.0222; C -0.1785; C -0.2961; C -0.0420; N -0.0515; C -0.0525; C -0.1099; N -0.0213; C -0.1676; O -0.1232; C -0.1295; C -0.3315; C -0.9371; Cl 0.7143; S 1.0299; C -0.4032; C -0.1467; C -0.5760; Cl 0.6942; C -0.1343; H 0.1025; H 0.1043; H 0.1151; H 0.1410; H 0.1360; H 0.1252; H 0.1159; H 0.1187; H 0.1329; H 0.1332; H 0.0664; H 0.1142; H 0.1020

***

no.,maximum force (eV Å⁻¹),calculated total energy (eV)
1,1.3,-112974.5688
2,1.0,-365609.6171